(1)
Below is a molecular structure, C9H27InO12P3, with properties calculated with the ωB97M-V functional and the def2-TZVPD basis.

Each line ends with the Löwdin charge.
Atoms and positions in Å:
In 1.947 -1.882 2.114  1.34
P 2.118 0.346 -1.578  0.42
P -1.803 -2.469 0.183  0.41
P -0.179 1.891 2.514  0.46
O 3.047 1.637 -1.671  -0.17
O -1.782 1.869 2.442  -0.12
O -2.194 -2.028 -1.284  -0.15
O 2.604 -0.565 -2.761  -0.17
O -0.466 -1.974 0.602  -0.27
O 0.164 2.687 3.831  -0.17
O 2.066 -0.276 -0.232  -0.28
O 0.703 0.879 -2.082  -0.16
O 0.252 2.903 1.305  -0.18
O 0.407 0.538 2.456  -0.26
O -2.001 -4.042 0.210  -0.15
O -2.994 -1.912 1.080  -0.15
C -0.159 4.069 4.060  -0.04
C 4.457 1.542 -1.802  -0.04
C -2.398 1.583 1.172  -0.03
C 0.519 1.776 -3.166  -0.03
C -1.719 -4.767 1.407  -0.04
C 1.638 3.269 1.262  -0.05
C -4.328 -2.279 0.824  -0.06
C 2.747 -1.985 -2.730  -0.04
C -1.380 -2.493 -2.411  0.00
H -0.180 2.575 -2.890  0.12
H -0.883 -1.613 -2.811  0.09
H 2.228 3.017 2.144  0.11
H -0.076 1.330 -3.979  0.12
H 2.026 2.862 0.325  0.08
H 4.763 1.278 -2.822  0.12
H -1.067 4.362 3.526  0.10
H -3.386 1.198 1.427  0.11
H 1.648 4.368 1.245  0.12
H 1.477 2.096 -3.566  0.10
H -0.579 -3.149 -2.069  0.09
H -2.596 2.479 0.582  0.12
H -2.068 -2.999 -3.079  0.12
H 2.077 -2.457 -2.004  0.08
H -0.655 -5.069 1.395  0.11
H -2.275 -5.690 1.528  0.12
H 2.405 -2.339 -3.702  0.11
H -4.817 -2.925 1.572  0.13
H 3.766 -2.312 -2.531  0.11
H 0.641 4.782 3.884  0.10
H -4.540 -2.810 -0.105  0.11
H 4.899 0.726 -1.215  0.11
H -1.865 0.785 0.653  0.09
H -1.695 -4.088 2.268  0.10
H -0.513 4.218 5.082  0.11
H -4.971 -1.393 0.900  0.12
H 4.970 2.450 -1.502  0.11

Summary:
2S+1 ... 1
LUMO energy ... -16.59 eV
Net charge ... +3
Energy relative to the best compared isomer or geometry (same formula, charge and spin) ... 84.8 kJ/mol
Frontier orbital gap ... 2.77 eV

=====

(2)
Below is a molecular structure, C9H27KO12P3, with properties calculated with the ωB97M-V functional and the def2-TZVPD basis.

Each line ends with the Löwdin charge.
Atoms and positions in Å:
K 1.700 -0.684 0.811  0.87
P 2.272 -0.725 -3.431  0.50
P -1.997 -0.697 -0.480  0.52
P -0.517 1.901 3.709  0.55
O 0.258 0.401 3.656  -0.27
O -1.343 2.140 2.506  -0.23
O 0.730 2.855 4.058  -0.20
O 3.709 -0.113 -3.780  -0.20
O -0.831 -0.220 0.265  -0.34
O -3.227 -1.371 0.437  -0.22
O -1.752 -1.857 -1.598  -0.23
O -2.726 0.521 -1.305  -0.21
O 1.706 -0.484 -2.060  -0.32
O -1.437 1.783 5.103  -0.20
O 1.398 0.036 -4.550  -0.20
O 2.210 -2.339 -3.788  -0.22
C 3.957 1.092 -4.373  -0.13
C -3.874 -0.539 1.388  -0.12
C -0.567 -0.727 3.517  -0.14
C -2.399 1.861 -0.890  -0.10
C 2.944 -3.303 -3.064  -0.11
C -0.815 1.346 6.252  -0.15
C -0.818 -2.985 -1.440  -0.04
C 1.454 3.388 2.964  -0.11
C 0.024 -0.396 -4.496  -0.08
H -0.678 0.431 -4.607  0.10
H 2.481 -3.634 -2.134  0.08
H -0.292 -1.349 2.665  0.06
H -0.924 0.262 6.251  0.08
H 4.912 1.516 -4.062  0.10
H -0.263 -3.241 -2.342  0.08
H -4.689 -0.014 0.888  0.09
H -1.423 2.181 -0.526  0.09
H -3.337 0.304 1.825  0.07
H -2.696 2.424 -1.775  0.09
H 2.537 3.389 3.088  0.09
H -4.304 -1.166 2.170  0.10
H 0.274 1.379 6.290  0.09
H -1.617 -0.447 3.432  0.08
H 1.205 4.446 2.881  0.11
H -0.309 -0.879 -3.577  0.06
H 4.058 1.037 -5.457  0.10
H 1.451 2.784 2.057  0.08
H -1.441 -3.859 -1.249  0.10
H -0.154 -1.116 -5.294  0.10
H 3.208 -4.056 -3.806  0.10
H -0.456 -1.274 4.453  0.10
H -0.189 -2.732 -0.586  0.06
H 3.063 1.702 -4.239  0.09
H -3.140 2.237 -0.184  0.09
H 3.927 -2.977 -2.723  0.09
H -1.263 1.771 7.150  0.10

Summary:
2S+1 ... 1
LUMO energy ... -3.05 eV
Net charge ... +1
Energy relative to the best compared isomer or geometry (same formula, charge and spin) ... 265.4 kJ/mol
Frontier orbital gap ... 10.20 eV

=====

(3)
Below is 6 unconnected molecules or ions with the total composition C9H27N6O12, with properties calculated with the ωB97M-V functional and the def2-TZVPD basis.

Each line ends with the Löwdin charge.
Atoms and positions in Å:
O -2.732 -0.747 -2.148  0.07
O 1.793 2.862 3.287  0.07
O -1.236 -3.034 4.118  -0.05
O -3.667 -1.053 -5.593  0.04
O 2.221 6.457 -0.308  0.06
O 2.376 -4.350 2.559  0.00
O -2.841 -2.488 -6.963  0.08
O -0.597 -1.006 -2.153  0.05
O 2.581 1.408 1.909  0.03
O 4.151 5.520 -0.470  0.07
O 4.390 -4.928 2.109  0.13
O -1.863 -1.581 1.830  -0.19
N -1.723 -1.325 -2.490  -0.44
N -3.332 -1.412 -6.707  -0.44
N 3.432 6.493 -0.382  -0.45
N 2.124 2.505 2.179  -0.45
N 3.561 -4.098 2.353  -0.43
N -0.263 -3.171 3.123  0.20
C 1.948 3.481 1.069  0.04
C 3.981 -2.670 2.411  0.06
C 4.070 7.838 -0.358  0.05
C -1.850 -0.341 1.112  -0.22
C -1.884 -2.506 -3.378  0.05
C -0.870 0.634 1.759  -0.05
C -2.564 -2.984 3.550  -0.12
C -3.545 -0.448 -7.820  0.06
C -2.808 -1.654 2.878  -0.19
H -2.728 -0.837 3.597  0.14
H 0.893 3.734 1.025  0.10
H -2.379 -2.165 -4.288  0.06
H -2.738 -3.802 2.849  0.14
H -2.509 -3.223 -2.854  0.11
H 3.679 8.396 -1.203  0.10
H -4.608 -0.229 -7.858  0.10
H 3.413 -2.130 1.660  0.10
H -2.847 0.074 0.977  0.13
H -3.249 -3.126 4.381  0.14
H -0.901 -2.913 -3.584  0.10
H -0.651 -3.494 2.230  0.18
H -2.979 0.448 -7.584  0.10
H 3.753 -2.302 3.408  0.10
H 3.788 8.312 0.577  0.10
H 2.285 3.022 0.149  0.10
H -3.828 -1.652 2.483  0.14
H -1.479 -0.574 0.119  0.08
H 2.540 4.357 1.306  0.08
H 0.133 0.433 1.396  0.06
H -1.170 1.644 1.498  0.08
H -0.884 0.499 2.839  0.08
H 0.137 -2.248 2.936  0.18
H 0.491 -3.803 3.423  0.15
H 5.143 7.707 -0.430  0.10
H -3.200 -0.908 -8.737  0.10
H 5.044 -2.623 2.209  0.10

Summary:
2S+1 ... 1
LUMO energy ... -2.73 eV
Net charge ... +1
Frontier orbital gap ... 10.42 eV

=====

(4)
Below is a molecular structure, C9H27O5, with properties calculated with the ωB97M-V functional and the def2-TZVPD basis.

Each line ends with the Löwdin charge.
Atoms and positions in Å:
O -2.239 -3.678 -1.930  -0.06
O -1.976 1.731 -0.090  -0.25
O 0.159 0.680 3.381  -0.07
O -1.023 2.793 1.450  -0.10
O 0.755 -0.484 -0.531  -0.18
C 0.464 -1.381 2.078  -0.07
C -2.505 -2.365 -1.892  -0.37
C -1.821 0.377 -0.303  -0.31
C 1.000 3.437 0.206  -0.06
C 0.277 2.408 1.160  -0.38
C 3.043 -0.720 -0.212  -0.05
C 1.924 0.015 -1.079  -0.26
C 0.246 0.160 2.033  -0.33
C -1.400 -1.640 -2.636  -0.09
H -3.522 -2.258 -2.268  0.12
H 2.835 -0.584 0.849  0.05
H -1.288 -1.934 -3.679  0.07
H -0.443 -1.866 -2.165  0.07
H 1.167 4.361 0.759  0.05
H 1.923 1.105 -1.116  0.10
H -0.391 -1.913 2.495  0.06
H 1.016 0.669 1.453  0.06
H 0.094 1.445 0.683  0.03
H -2.376 -0.251 0.393  0.08
H 1.983 -0.263 -2.131  0.10
H 0.882 2.209 2.045  0.10
H 0.629 -1.871 1.118  0.05
H 1.971 3.062 -0.117  0.04
H -0.701 0.398 1.548  0.09
H 0.401 3.711 -0.663  0.06
H 0.048 -0.032 -0.996  0.04
H 1.331 -1.730 2.639  0.06
H 3.077 -1.803 -0.332  0.07
H -2.284 0.072 -1.242  0.04
H -0.834 -0.085 -0.291  0.02
H -2.391 -2.083 -0.845  0.10
H -1.499 2.582 0.643  -0.14
H -1.991 -3.890 -1.027  0.09
H 0.996 0.501 3.816  0.07
H -1.550 -0.563 -2.700  0.06
H 4.015 -0.323 -0.504  0.06

Summary:
2S+1 ... 1
LUMO energy ... 3.02 eV
Net charge ... -1
Energy relative to the best compared isomer or geometry (same formula, charge and spin) ... 0.0 kJ/mol
Frontier orbital gap ... 6.10 eV

=====

(5)
Below is a molecular structure, C9H28ClN6O4Sr, with properties calculated with the ωB97M-V functional and the def2-TZVPD basis.

Each line ends with the Löwdin charge.
Atoms and positions in Å:
Sr 0.531 0.573 0.413  1.43
Cl 2.824 1.400 1.830  0.69
O 2.603 0.092 1.153  -0.54
O 3.947 2.060 1.238  -0.27
O 2.995 1.190 3.236  -0.27
O 1.589 2.185 1.583  -0.53
N -1.567 -1.128 0.845  -0.23
N -0.636 0.986 -2.211  -0.04
N 0.127 -0.064 2.930  -0.05
N -1.682 1.916 0.838  -0.06
N 2.125 1.818 -1.375  -0.06
N 1.008 -1.877 -0.447  -0.05
C -2.740 1.025 1.380  -0.23
C -0.235 -1.493 2.956  -0.22
C -0.091 -2.848 -0.206  -0.22
C 1.366 1.261 -3.684  -0.19
C 0.116 0.452 -3.375  -0.26
C -1.540 -1.718 2.204  -0.17
C -2.784 -0.311 0.644  -0.19
C -1.449 -2.164 -0.200  -0.20
C 2.493 1.196 -2.668  -0.25
H -0.511 0.422 -4.266  0.11
H -2.045 2.424 0.037  0.08
H -1.444 2.629 1.520  0.09
H 1.842 -2.134 0.071  0.08
H -2.539 0.860 2.438  0.10
H -2.892 -0.115 -0.426  0.11
H 1.084 2.310 -3.847  0.12
H -0.754 1.987 -2.345  0.08
H 1.038 0.060 3.370  0.06
H -0.507 0.470 3.518  0.10
H -0.108 -3.634 -0.961  0.12
H -3.685 -0.850 0.961  0.13
H 1.758 0.910 -4.641  0.12
H -2.225 -2.932 -0.089  0.13
H 3.382 1.660 -3.094  0.12
H 0.086 -3.347 0.746  0.11
H 0.580 -2.053 2.493  0.11
H 2.971 1.860 -0.807  0.05
H 1.284 -1.896 -1.423  0.07
H -0.356 -1.879 3.969  0.12
H 0.395 -0.583 -3.156  0.10
H -2.353 -1.281 2.790  0.12
H -1.577 0.604 -2.236  0.06
H -3.728 1.481 1.321  0.12
H -1.756 -2.790 2.154  0.13
H -1.598 -1.684 -1.172  0.11
H 1.903 2.799 -1.533  0.10
H 2.752 0.150 -2.477  0.11

Summary:
2S+1 ... 1
LUMO energy ... -2.48 eV
Net charge ... +1
Energy relative to the best compared isomer or geometry (same formula, charge and spin) ... 93.0 kJ/mol
Frontier orbital gap ... 10.30 eV

=====

E_tot for every record listed, in sequence, given in hartree: -2475.1733, -2886.0520, -1589.7462, -735.0661, -1479.8044.